# 1
ORCA calculation (wB97M-V/def2-TZVPD) on a 3-piece molecular cluster, C12H18NO7P2S overall in a non-equilibrium geometry.

```
41
Properties=species:S:1:pos:R:3:mulliken_charge:R:1
S -1.75325 -0.72176 2.21558 -0.191
P -1.28281 2.07049 -0.00911 0.254
P -0.74183 -0.02102 0.51614 0.264
O 0.80640 -5.97689 -0.99596 -0.324
O 1.07455 4.87747 2.38859 -0.263
O 2.01656 -4.11982 -1.18182 -0.334
O 2.28693 5.87132 3.96991 -0.337
O 0.75225 -4.44242 0.65093 -0.553
O 1.01479 4.08657 4.49232 -0.499
O -2.78043 1.87067 -0.63123 -0.411
N -1.24162 -0.39771 -2.07951 -0.369
C -1.91307 -3.10381 -1.84221 -0.422
C 1.42341 4.87259 3.70421 0.614
C -1.96745 -2.45977 -3.06690 -0.442
C 2.71463 6.44667 2.72922 -0.349
C -1.57247 2.84212 1.61942 -0.562
C 1.57438 6.08697 1.79803 -0.336
C -1.23545 -1.04116 -0.91841 0.589
C 1.15860 -4.81682 -0.40260 0.730
C 1.29641 -5.96279 -2.34308 -0.272
C -1.54500 -2.37357 -0.71804 -0.490
C -1.61774 -1.11073 -3.13064 -0.435
C 2.43810 -4.97074 -2.25793 -0.311
H 0.49631 -5.62338 -3.00383 0.214
H -1.50100 -2.88112 0.23095 0.356
H 0.63133 -0.13467 0.76206 0.251
H -1.44914 2.16418 2.45693 0.343
H -2.59625 3.20744 1.60287 0.336
H 2.57771 -4.39322 -3.16735 0.290
H -2.24579 -2.97353 -3.97029 0.421
H 1.89296 5.90824 0.77460 0.317
H 0.77932 6.83397 1.80204 0.267
H -0.94273 3.71412 1.71873 0.022
H 3.65768 5.98387 2.43526 0.259
H 3.38249 -5.44090 -1.98263 0.277
H -2.15018 -4.15346 -1.77529 0.527
H 2.86037 7.51738 2.83793 0.305
H 1.60906 -6.95830 -2.64396 0.310
H -3.35857 1.32865 -0.07847 0.316
H -1.65131 -0.60241 -4.08070 0.421
H -2.89817 -1.00274 1.57425 0.218
```

Properties
E_LUMO ... -3.47 eV
Orbital gap ... 9.133 eV
Charge ... +1



# 2
ORCA calculation (wB97M-V/def2-TZVPD) on a single C9H7NO molecule in a non-equilibrium geometry.

```
18
Properties=species:S:1:pos:R:3:mulliken_charge:R:1
O 3.23592 -0.78689 -0.37650 -0.591
N 1.06741 -1.08723 0.48194 -0.324
C 0.58150 1.69969 0.10058 -0.469
C 2.20249 -0.24095 0.01464 0.368
C -0.23165 -0.57135 0.07230 0.455
C -1.76649 1.30613 -0.08716 -0.506
C 1.89101 1.30391 0.02033 -0.481
C -2.62014 -1.04394 -0.14775 -0.360
C -0.48649 0.86678 -0.04357 0.787
C -1.28619 -1.57351 0.03684 -0.478
C -2.90339 0.36386 0.02946 -0.865
H -0.90037 -2.70773 -0.19773 0.189
H -3.47467 -1.66601 -0.25929 0.403
H 0.28819 2.73360 0.16112 0.385
H 1.43334 -2.08291 0.16642 0.329
H 2.82710 1.96052 0.20137 0.292
H -1.98562 2.30652 -0.32450 0.409
H -3.83096 0.69806 -0.08283 0.458
```

Properties
E_LUMO ... -0.09 eV
Orbital gap ... 8.378 eV



# 3
ORCA calculation (wB97M-V/def2-TZVPD) on C3H4FNO as an isolated structure in a non-equilibrium geometry.

```
10
Properties=species:S:1:pos:R:3:mulliken_charge:R:1
F -3.83361 -0.11986 0.00902 -0.124
O -1.84819 0.86697 0.17686 -0.260
N -1.29584 -1.63818 -0.03757 -0.450
C -0.46098 0.67841 0.07542 -0.310
C -2.58555 -0.23817 -0.02310 0.336
C -0.16386 -0.82582 -0.09570 -0.211
H 0.16596 -0.94084 -1.06988 0.269
H 0.28686 -1.32517 0.71939 0.297
H -0.00912 1.39508 -0.67098 0.254
H -0.05450 1.15484 1.07448 0.198
```

Properties
E_LUMO (alpha / beta) ... 0.51 / 0.51 eV
Orbital gap (alpha / beta) ... 8.230 / 8.226 eV



# 4
ORCA calculation (wB97M-V/def2-TZVPD) on a 2-piece molecular cluster, CH6BN overall in a non-equilibrium geometry.

```
9
Properties=species:S:1:pos:R:3:mulliken_charge:R:1
N -1.81045 0.22597 -1.33420 -0.058
C 0.52194 0.58703 0.16928 -0.978
B -0.73120 0.23716 -0.69188 -0.163
H 0.22718 0.50470 1.19753 0.340
H 1.49817 0.24278 0.06287 0.394
H 0.89861 -1.75146 1.16249 -0.195
H -2.15032 0.50186 -2.19429 0.234
H 0.90703 -2.21142 1.75320 0.180
H 0.63903 1.66339 -0.12499 0.246
```

Properties
E_LUMO ... 0.66 eV
Orbital gap ... 10.963 eV



# 5
ORCA calculation (wB97M-V/def2-TZVPD) on a 2-piece molecular cluster, C8H15O2P overall in a non-equilibrium geometry.

```
26
Properties=species:S:1:pos:R:3:mulliken_charge:R:1
P -3.18304 0.07604 -0.68508 0.426
O -2.80872 -1.34882 -0.70213 -0.430
O -3.26121 0.71374 0.83031 -0.236
C 1.46019 -1.35209 0.41307 -0.186
C 0.52571 1.41245 -0.47031 0.071
C 0.37690 0.12864 -1.21993 -0.284
C 0.32822 2.73203 -1.21142 -1.436
C 0.88178 -1.01115 -0.85289 0.889
C 2.13562 -2.44407 0.70451 -1.089
C -2.78938 0.43044 2.08448 -0.416
C 0.90313 -2.10862 -1.92547 -1.301
H 2.35348 -2.78493 1.69383 0.255
H 1.27844 -0.66406 1.19693 0.288
H 0.07136 0.27645 -2.30807 0.193
H 0.00294 -2.69297 -1.67576 0.280
H 1.51018 1.24534 -0.07891 0.483
H 1.16935 2.81852 -1.94815 0.323
H -1.74327 0.12620 2.06890 0.118
H -3.28178 -0.50672 2.58999 0.235
H 2.46993 -3.20311 -0.02642 0.226
H 0.95267 -1.80630 -2.99189 0.356
H -0.31219 1.47821 0.27202 -0.061
H 0.42331 3.50932 -0.49172 0.400
H -0.62038 2.66558 -1.73489 0.331
H 1.80145 -2.60290 -1.59980 0.258
H -2.83288 1.28953 2.70411 0.306
```

Properties
E_LUMO ... -0.07 eV
Orbital gap ... 8.439 eV



# 6
ORCA calculation (wB97M-V/def2-TZVPD) on C6H12O as an isolated structure.

```
19
Properties=species:S:1:pos:R:3:mulliken_charge:R:1
O -0.12809 1.58124 0.81200 -0.441
C -0.65556 -1.57830 -1.09037 -1.432
C 1.95423 0.57518 -0.55202 -0.829
C -0.81094 -0.51296 -0.07460 0.225
C -1.72962 -0.33195 1.08182 -0.670
C 1.21030 0.30908 0.72646 -0.303
C -1.38513 0.72621 0.07784 -0.075
H -2.72102 -0.80184 1.08205 0.282
H 1.11070 -0.74428 0.97433 0.349
H 1.64907 0.81632 1.58891 0.388
H 0.02735 -2.35851 -0.71985 0.265
H 2.98477 0.21094 -0.44846 0.322
H -2.00671 1.38476 -0.52644 0.384
H 2.00287 1.64561 -0.77253 0.261
H -1.32262 -0.19291 2.09008 0.127
H -1.61263 -2.06830 -1.31566 0.400
H 0.17802 2.46514 0.50768 0.268
H -0.24276 -1.19881 -2.03353 0.313
H 1.49778 0.07337 -1.40772 0.164
```

Properties
E_LUMO ... 0.91 eV
Orbital gap ... 7.566 eV



| no. | calculated total energy (eV) |
| --- | --- |
| 1 | -57965.379 |
| 2 | -12982.083 |
| 3 | -9424.855 |
| 4 | -3299.841 |
| 5 | -21921.331 |
| 6 | -8457.725 |